(1)
{"formula": "C2H7O2", "method": "ωB97M-V/def2-TZVPD", "max_force_ev_per_a": 1.96, "charge": -1, "orbital_gap_ha": 0.27455, "lumo_ev": 4.75, "e_tot_ha": -230.87585, "homo_ev": -2.725, "elements": ["O", "H", "C", "O", "C", "H", "H", "H", "H", "H", "H"], "xyz": [[0.380, 0.970, -2.033], [0.214, 1.897, -2.021], [-0.105, -0.327, 1.309], [0.475, 0.703, 0.646], [-0.730, -1.398, 0.345], [-0.870, 0.011, 2.054], [0.581, -0.880, 1.989], [0.475, 0.855, -1.030], [-1.115, -2.231, 0.947], [0.161, -1.762, -0.173], [-1.427, -0.873, -0.301]]}



(2)
{"formula": "C2H7O2P2S", "method": "ωB97M-V/def2-TZVPD", "max_force_ev_per_a": 4.98, "charge": -1, "smiles": "C[C@H](S)[P@](=O)([O-])P", "orbital_gap_ha": 0.30128, "lumo_ev": 3.49, "e_tot_ha": -1311.85719, "homo_ev": -4.707, "elements": ["C", "C", "S", "P", "O", "O", "P", "H", "H", "H", "H", "H", "H", "H"], "xyz": [[-0.454, -0.913, 0.989], [-0.610, -1.128, -0.498], [0.574, -2.378, -1.026], [-0.343, 0.442, -1.570], [-1.733, 0.952, -2.044], [0.717, 0.091, -2.754], [0.545, 1.926, -0.184], [0.541, -0.579, 1.345], [-0.691, -1.744, 1.508], [-1.207, -0.093, 1.302], [-1.550, -1.563, -0.771], [0.968, -1.909, -2.173], [-0.721, 2.555, 0.018], [0.725, 2.732, -1.159]]}



(3)
{"formula": "C2H7OP", "method": "ωB97M-V/def2-TZVPD", "max_force_ev_per_a": 4.36, "smiles": "C[C@@H](O)P", "orbital_gap_ha": 0.37368, "lumo_ev": 0.91, "e_tot_ha": -496.92706, "homo_ev": -9.258, "elements": ["C", "C", "O", "P", "H", "H", "H", "H", "H", "H", "H"], "xyz": [[1.016, -0.828, 0.014], [0.066, 0.219, 0.516], [0.477, 1.510, 0.081], [-1.818, -0.235, 0.091], [1.113, -0.933, -1.091], [1.896, -0.554, 0.614], [0.674, -1.861, 0.278], [0.156, 0.381, 1.573], [0.177, 1.744, -0.729], [-1.810, -0.661, -1.186], [-1.947, 1.217, -0.161]]}



(4)
{"formula": "C2H7OPS", "method": "ωB97M-V/def2-TZVPD", "max_force_ev_per_a": 4.34, "orbital_gap_ha": 0.35718, "lumo_ev": 0.67, "e_tot_ha": -895.08444, "homo_ev": -9.044, "elements": ["C", "C", "O", "P", "S", "H", "H", "H", "H", "H", "H", "H"], "xyz": [[-0.880, -0.360, -0.524], [0.193, 0.272, 0.319], [-2.117, -0.246, 0.120], [1.987, -0.293, -0.027], [-0.084, 2.046, 0.270], [-1.027, 0.238, -1.443], [-0.704, -1.439, -0.686], [-0.238, 0.102, 1.664], [-1.991, -0.648, 1.075], [1.749, -0.430, -1.347], [1.958, -1.727, 0.208], [1.154, 2.485, 0.370]]}



(5)
{"formula": "C2H7P", "method": "ωB97M-V/def2-TZVPD", "max_force_ev_per_a": 4.17, "orbital_gap_ha": 0.34302, "lumo_ev": 0.35, "e_tot_ha": -421.65005, "homo_ev": -8.985, "elements": ["C", "C", "P", "H", "H", "H", "H", "H", "H", "H"], "xyz": [[0.128, -0.542, 1.364], [0.049, 0.864, -1.173], [0.516, -0.849, -0.430], [-0.227, 0.531, 1.506], [1.125, -0.620, 1.879], [-0.411, -1.331, 1.811], [0.962, 1.364, -1.216], [-0.617, 1.311, -0.513], [-0.195, 0.817, -2.210], [-1.328, -1.544, -1.018]]}



(6)
{"formula": "C2H7PS", "method": "ωB97M-V/def2-TZVPD", "max_force_ev_per_a": 4.75, "smiles": "C[PH2]=CS", "orbital_gap_ha": 0.31621, "lumo_ev": 0.76, "e_tot_ha": -819.82561, "homo_ev": -7.841, "elements": ["C", "P", "C", "S", "H", "H", "H", "H", "H", "H", "H"], "xyz": [[1.051, -0.845, -0.010], [0.194, 0.682, 0.307], [-1.375, 0.948, -0.275], [-2.643, -0.413, 0.070], [1.988, -0.981, 0.663], [0.326, -1.621, 0.392], [1.423, -0.791, -0.969], [1.085, 1.461, -0.343], [0.730, 1.040, 1.616], [-1.632, 1.929, 0.003], [-2.889, -0.580, -1.283]]}



(7)
{"formula": "C2H7PS", "method": "ωB97M-V/def2-TZVPD", "max_force_ev_per_a": 4.77, "orbital_gap_ha": [0.28862, 0.29244], "lumo_ev": [-0.52, 0.17], "e_tot_ha": -819.77127, "homo_ev": [-8.371, -7.787], "elements": ["C", "C", "P", "S", "H", "H", "H", "H", "H", "H", "H"], "xyz": [[-1.851, -1.062, -0.572], [-0.080, 0.901, 0.366], [1.178, -0.221, 0.582], [3.016, 0.724, 0.024], [-1.354, -1.840, -0.057], [-2.140, -0.115, -0.085], [-1.749, -1.028, -1.547], [-0.787, 1.030, 1.148], [-0.357, 1.361, -0.620], [1.324, -0.182, 2.051], [2.801, 0.432, -1.290]]}



(8)
{"formula": "C2H7PS4", "method": "ωB97M-V/def2-TZVPD", "max_force_ev_per_a": 2.83, "orbital_gap_ha": [0.21670, 0.21974], "lumo_ev": [-2.71, -2.64], "e_tot_ha": -2014.39777, "homo_ev": [-8.605, -8.623], "elements": ["C", "C", "P", "S", "S", "S", "S", "H", "H", "H", "H", "H", "H", "H"], "xyz": [[-2.539, -0.311, -0.797], [2.225, -0.142, -0.690], [-0.267, 0.556, 0.654], [1.274, -2.436, 1.639], [0.414, 2.050, 2.041], [-2.154, 1.279, 0.068], [0.717, 0.772, -1.211], [-2.458, -1.245, -0.107], [-1.854, -0.332, -1.610], [-3.652, -0.158, -1.145], [2.002, -0.923, 0.175], [3.066, 0.603, -0.345], [2.406, -0.836, -1.585], [0.819, 1.122, 2.914]]}



(9)
{"formula": "C2H7S2", "method": "ωB97M-V/def2-TZVPD", "max_force_ev_per_a": 2.11, "charge": -1, "orbital_gap_ha": 0.21622, "lumo_ev": 3.18, "e_tot_ha": -876.77754, "homo_ev": -2.706, "elements": ["S", "H", "C", "C", "S", "H", "H", "H", "H", "H", "H"], "xyz": [[-2.834, 0.195, -1.376], [-3.799, -0.581, -1.072], [0.456, -0.731, -0.250], [0.382, 0.478, 0.743], [1.792, 1.696, 0.770], [1.442, -0.733, -0.718], [0.257, -1.632, 0.353], [-0.329, -0.544, -0.993], [0.600, 0.103, 1.697], [-0.659, 0.964, 0.585], [2.692, 0.785, 0.261]]}



(10)
{"formula": "C2H7S2", "method": "ωB97M-V/def2-TZVPD", "max_force_ev_per_a": 1.72, "charge": -1, "orbital_gap_ha": 0.21328, "lumo_ev": 3.36, "e_tot_ha": -876.78032, "homo_ev": -2.440, "elements": ["S", "H", "C", "S", "C", "H", "H", "H", "H", "H", "H"], "xyz": [[-2.669, -0.148, 0.664], [-2.721, -0.978, -0.392], [1.886, 0.461, 1.173], [1.508, -0.458, -0.341], [0.658, 0.413, -1.688], [2.495, -0.190, 1.796], [2.485, 1.358, 1.023], [0.951, 0.684, 1.679], [1.047, -0.120, -2.550], [1.027, 1.439, -1.692], [-0.427, 0.402, -1.609]]}